Record 1
Molecular formula: C17H38ClFeN2O7SSbSi3
Method: DFT, ωB97M-V/def2-TZVPD

Last column: Mulliken charge in e.
Geometry (Å):
Fe -0.496 1.336 -0.038  0.47
O 2.554 4.015 1.604  -0.63
S 1.727 2.817 1.610  0.54
O 2.810 1.675 0.927  -0.62
O 0.037 0.094 1.321  0.55
O 0.654 2.930 0.561  -0.80
C 6.071 -1.731 0.294  -1.12
Si 5.180 -0.204 0.937  0.50
C 4.820 -0.368 2.765  -0.83
C 6.168 1.344 0.599  -1.09
Sb 2.905 0.170 -0.302  0.42
Si 1.495 -1.991 -0.106  0.45
C -0.255 -2.038 -0.728  -0.59
C 1.740 -2.860 1.534  -0.62
C 2.549 -2.941 -1.361  -1.24
Si -0.398 0.046 2.888  0.47
C 1.093 -0.096 4.029  -0.98
C -1.522 -1.439 3.180  -1.19
C -1.343 1.570 3.431  -1.18
H 7.056 -1.816 0.761  0.36
H 6.213 -1.686 -0.787  0.33
H 5.511 -2.640 0.525  0.29
H 5.752 -0.431 3.335  0.43
H 4.225 -1.257 2.982  0.23
H 4.258 0.503 3.106  0.15
H 7.089 1.348 1.190  0.35
H 5.574 2.219 0.871  0.30
H 6.438 1.427 -0.456  0.29
H -0.956 -1.835 0.080  0.06
H -0.439 -3.042 -1.126  0.60
H -0.435 -1.328 -1.537  -0.02
H 1.198 -2.372 2.339  -0.22
H 2.797 -2.915 1.803  0.23
H 1.364 -3.884 1.438  0.38
H 2.432 -2.527 -2.365  0.32
H 2.221 -3.985 -1.389  0.38
H 3.614 -2.935 -1.112  0.25
H 1.669 -1.015 3.905  0.32
H 0.770 -0.043 5.072  0.44
H 1.760 0.748 3.839  0.11
H -1.046 -2.378 2.889  0.31
H -2.437 -1.336 2.589  0.25
H -1.811 -1.519 4.232  0.37
H -2.238 1.723 2.826  0.30
H -0.725 2.465 3.335  0.24
H -1.646 1.473 4.478  0.41
C -3.070 2.742 -4.338  -1.12
C -3.862 1.440 -4.369  -1.46
C -4.040 0.798 -2.981  2.68
C -4.813 -0.525 -3.112  -1.46
C -5.008 -1.242 -1.781  -1.06
C -4.873 1.743 -2.135  -0.02
O -6.004 2.068 -2.437  -0.68
N -4.283 2.221 -0.996  0.15
C -2.990 1.928 -0.585  0.68
O -2.550 2.456 0.442  -0.68
N -2.207 1.086 -1.282  -0.17
C -2.639 0.484 -2.426  -0.52
O -1.952 -0.305 -3.048  -0.69
H -2.967 3.154 -5.343  0.47
H -2.065 2.586 -3.940  0.23
H -3.566 3.498 -3.723  0.27
H -3.347 0.705 -4.990  0.43
H -4.857 1.607 -4.786  0.44
H -4.245 -1.156 -3.797  0.44
H -5.779 -0.301 -3.569  0.45
H -4.047 -1.480 -1.319  0.15
H -5.549 -2.179 -1.921  0.48
H -5.582 -0.632 -1.079  0.27
H -4.805 2.870 -0.426  0.28
Cl 1.103 1.144 -2.025  -0.49

Summary:
Strongest force on any atom: 0.1 eV/A
2S+1: 6
Gap between HOMO and LUMO (spin up / spin down): 7.245 / 6.383 eV
DFT total energy: -123483.9255 eV
Highest occupied orbital energy (spin up / spin down): -4.7 / -5.3 eV
Net charge: -1

Record 2
Molecular formula: C17H38LiNO17P
Method: DFT, ωB97M-V/def2-TZVPD

Last column: Mulliken charge in e.
Geometry (Å):
C -5.771 3.196 -1.742  -1.23
N -5.370 2.226 -0.792  0.44
C -6.566 1.856 0.134  -0.94
C -5.050 1.002 -1.556  -1.33
C -4.201 2.561 0.021  -0.31
C -3.870 1.631 1.142  -1.19
O -2.633 1.917 1.687  -0.53
H -6.589 3.038 -2.198  0.49
H -5.061 3.309 -2.446  0.52
H -5.751 4.214 -1.229  0.34
H -6.437 0.876 0.792  0.32
H -7.400 1.670 -0.492  0.43
H -7.014 2.725 0.707  0.35
H -4.320 1.317 -2.281  0.57
H -5.817 0.541 -2.080  0.36
H -4.583 0.253 -0.964  0.44
H -4.263 3.460 0.467  0.51
H -3.282 2.739 -0.683  0.10
H -3.892 0.647 0.917  0.62
H -4.629 1.743 1.997  0.32
H -2.079 1.540 0.945  0.43
Li 0.384 0.484 0.220  0.93
P -1.690 -0.309 -1.110  -0.17
O -0.265 -0.574 -1.099  -0.05
O -2.257 0.306 -2.488  -0.93
O -1.476 0.740 -0.197  -0.40
O -2.456 -1.303 -0.498  -0.94
C -0.934 -0.901 2.784  1.10
O -0.599 0.384 3.522  -0.39
C 0.334 1.211 2.976  0.94
O 1.006 0.911 2.015  -0.69
O 0.478 2.321 3.705  -0.34
C 1.524 3.173 3.306  -0.64
H -1.404 -1.894 3.380  0.14
H -0.015 -1.293 2.482  0.00
H -1.483 -0.561 2.212  -0.92
H 1.473 3.607 2.239  0.21
H 2.319 2.488 3.058  0.32
H 1.705 4.046 4.104  0.23
C 2.973 -0.553 -2.244  -0.11
O 3.635 -1.853 -2.328  -0.35
C 4.346 -2.338 -1.335  0.91
O 4.425 -1.800 -0.182  -0.66
O 5.001 -3.459 -1.551  -0.42
C 5.849 -4.045 -0.424  -0.52
H 2.321 -0.606 -1.408  0.05
H 2.407 -0.082 -3.130  0.13
H 3.758 0.213 -1.966  0.25
H 6.633 -3.347 -0.400  0.32
H 6.305 -4.872 -0.763  0.25
H 5.000 -4.339 0.314  0.12
C 0.431 2.337 -2.638  -0.31
O 1.569 3.160 -2.349  -0.36
C 2.213 2.905 -1.259  0.74
O 2.124 1.856 -0.583  -0.32
O 3.189 3.829 -1.000  -0.39
C 4.001 3.829 0.165  -0.87
H 0.100 2.416 -3.844  0.13
H -0.359 2.668 -2.068  0.21
H 0.713 1.295 -2.533  0.12
H 4.297 4.900 0.338  0.22
H 4.812 3.376 -0.035  0.52
H 3.608 3.441 0.956  0.27
C 3.609 -7.389 0.508  -0.65
O 3.034 -6.258 -0.009  -0.26
C 2.132 -5.505 0.560  0.75
O 1.951 -5.650 1.761  -0.65
O 1.798 -4.390 -0.163  -0.24
C 1.305 -3.263 0.529  -1.39
H 3.207 -7.796 1.437  0.31
H 4.736 -6.988 0.443  0.18
H 3.511 -8.087 -0.290  0.29
H 1.845 -2.789 1.239  0.60
H 0.656 -3.660 1.360  0.50
H 0.776 -2.434 -0.074  0.53

Summary:
Strongest force on any atom: 15.9 eV/A
Gap between HOMO and LUMO: 4.470 eV
DFT total energy: -64029.0006 eV
Highest occupied orbital energy: -2.4 eV
Net charge: -1

Record 3
Molecular formula: C17H38N2O7S
Method: DFT, ωB97M-V/def2-TZVPD

Last column: Mulliken charge in e.
Geometry (Å):
O 0.888 1.188 -0.544  -0.55
C 1.264 0.063 -0.566  0.16
O 2.023 -0.491 0.416  -0.29
C 3.382 -0.045 0.455  -0.80
C 4.171 -0.389 -0.809  -0.43
C 5.307 0.602 -1.014  -0.07
O 6.427 -0.017 -1.670  -0.41
S 7.311 1.061 -2.461  1.16
O 7.373 0.702 -3.832  -0.53
O 8.483 1.354 -1.716  -0.56
O 6.299 2.274 -2.270  -0.37
C 4.991 1.807 -1.900  0.14
O 4.252 1.420 -3.003  -0.52
H 0.997 -0.643 -1.364  0.47
H 3.405 1.034 0.660  0.41
H 3.829 -0.541 1.321  0.32
H 3.533 -0.369 -1.695  0.42
H 4.616 -1.387 -0.742  0.25
H 5.667 0.982 -0.048  0.40
H 4.507 2.612 -1.339  0.37
H 3.894 2.201 -3.451  0.35
C -1.481 4.037 0.703  -1.26
C -2.976 3.894 0.462  -0.33
N -3.337 3.921 -0.945  0.07
C -4.764 4.054 -1.172  -0.71
C -5.682 2.911 -0.719  -0.96
C -2.643 2.962 -1.787  -0.88
C -2.765 1.475 -1.429  -0.67
H -1.100 4.946 0.235  0.33
H -1.288 4.096 1.775  0.45
H -0.914 3.188 0.318  0.11
H -3.490 4.734 0.937  0.50
H -3.330 2.987 0.980  0.19
H -4.917 4.230 -2.241  0.36
H -5.084 4.972 -0.669  0.42
H -5.616 2.045 -1.377  0.23
H -6.720 3.250 -0.732  0.39
H -5.457 2.586 0.297  0.26
H -1.583 3.223 -1.787  0.40
H -2.980 3.120 -2.814  0.36
H -2.663 1.311 -0.355  0.06
H -1.966 0.914 -1.919  0.36
H -3.712 1.041 -1.749  0.32
C -0.799 -5.456 3.645  -1.42
C -1.347 -4.188 3.009  -0.33
N -0.337 -3.411 2.313  0.16
C -0.782 -2.081 1.943  -0.23
C -1.922 -1.947 0.923  -0.81
C 0.425 -4.126 1.303  -0.38
C -0.346 -4.778 0.145  -1.00
H 0.028 -5.226 4.317  0.33
H -1.585 -5.946 4.222  0.44
H -0.449 -6.173 2.902  0.29
H -1.750 -3.548 3.799  0.44
H -2.203 -4.456 2.367  0.26
H 0.085 -1.527 1.578  -0.20
H -1.089 -1.573 2.863  0.41
H -1.593 -2.162 -0.094  0.22
H -2.297 -0.922 0.930  0.16
H -2.760 -2.605 1.155  0.39
H 1.007 -4.901 1.805  0.39
H 1.163 -3.426 0.901  0.02
H -1.236 -5.302 0.496  0.25
H 0.290 -5.512 -0.353  0.40
H -0.658 -4.054 -0.607  0.27

Summary:
Strongest force on any atom: 0.7 eV/A
Gap between HOMO and LUMO: 8.369 eV
SMILES string: O=COCC[C@H]1OS(=O)(=O)O[C@H]1O.CCN(CC)CC.CCN(CC)CC
DFT total energy: -46391.4458 eV
Highest occupied orbital energy: -8.1 eV
Net charge: 0

Record 4
Molecular formula: C17H38N3O4S
Method: DFT, ωB97M-V/def2-TZVPD

Last column: Mulliken charge in e.
Geometry (Å):
C 6.126 -0.233 -2.225  -1.45
C 4.660 0.171 -2.248  -0.25
C 4.046 0.033 -3.644  -0.84
C 2.901 1.021 -3.834  -0.67
N 1.852 0.738 -2.836  0.05
C 0.526 1.125 -3.183  1.08
C 0.011 0.670 -4.518  -2.12
O 0.218 2.549 -3.060  -0.44
S -0.132 2.963 -1.586  1.20
O 0.939 3.610 -0.962  -0.62
O -1.382 3.557 -1.485  -0.60
O -0.117 1.463 -0.987  -0.27
C -0.387 0.521 -2.073  -0.35
N -1.807 0.567 -2.301  -0.11
C -2.435 -0.655 -2.798  -0.51
C -2.177 -1.904 -1.971  -0.91
H 6.676 0.378 -2.926  0.38
H 6.202 -1.262 -2.547  0.34
H 6.531 -0.133 -1.229  0.38
H 4.511 1.174 -1.863  0.36
H 4.112 -0.479 -1.578  0.23
H 3.593 -0.948 -3.703  0.26
H 4.800 0.177 -4.404  0.50
H 2.537 0.902 -4.844  0.28
H 3.299 2.028 -3.753  0.37
H 2.099 1.272 -2.007  0.34
H 0.658 0.929 -5.338  0.58
H -0.064 -0.408 -4.491  0.30
H -0.964 1.095 -4.681  0.40
H 0.049 -0.395 -1.689  0.37
H -2.228 0.867 -1.432  0.24
H -2.187 -0.805 -3.834  0.29
H -3.501 -0.467 -2.792  0.47
H -2.895 -2.680 -2.179  0.48
H -2.185 -1.691 -0.906  -0.02
H -1.207 -2.317 -2.219  0.32
C -1.305 1.202 5.539  -1.20
C -2.248 0.001 5.446  -0.42
C -1.658 -1.284 4.886  -0.68
N -1.496 -1.391 3.385  0.41
C -1.235 -2.835 3.086  -1.14
C -2.718 -0.937 2.617  -0.80
C -2.449 0.509 2.242  -0.53
C -0.942 0.547 1.979  0.19
C -0.336 -0.555 2.854  -1.01
H -0.862 1.478 4.583  0.24
H -1.851 2.072 5.898  0.36
H -0.497 1.006 6.245  0.36
H -3.164 0.273 4.923  0.24
H -2.570 -0.242 6.460  0.47
H -2.313 -2.111 5.162  0.41
H -0.674 -1.483 5.309  0.46
H -2.102 -3.415 3.392  0.43
H -0.353 -3.149 3.637  0.40
H -1.071 -2.943 2.018  0.44
H -2.783 -1.556 1.723  0.40
H -3.604 -1.098 3.225  0.32
H -2.722 1.187 3.048  0.20
H -3.027 0.812 1.371  0.54
H -0.515 1.522 2.202  0.65
H -0.731 0.346 0.932  -0.49
H 0.237 -0.183 3.696  0.23
H 0.306 -1.206 2.268  0.45

Summary:
Strongest force on any atom: 2.5 eV/A
Gap between HOMO and LUMO: 9.494 eV
DFT total energy: -41734.2090 eV
Highest occupied orbital energy: -12.0 eV
Net charge: +1

Record 5
Molecular formula: C17H38N5O3S
Method: DFT, ωB97M-V/def2-TZVPD

Last column: Mulliken charge in e.
Geometry (Å):
C 6.371 2.919 -0.451  -0.82
C 6.394 3.124 -1.969  -0.35
O 5.127 3.491 -2.488  -0.40
C 4.307 2.436 -2.953  -0.55
C 2.935 2.449 -2.255  0.28
C 1.722 2.618 -3.190  -1.05
C 0.859 3.840 -2.872  -1.13
C 0.299 3.931 -1.437  -1.09
C -0.084 2.629 -0.748  0.28
N -1.561 2.315 -0.874  -0.45
C -1.614 1.323 0.129  0.41
N -2.124 0.159 -0.115  -0.01
C -2.125 -0.988 0.822  -0.81
N -0.773 -1.379 1.169  -0.29
C -0.556 -2.834 1.006  -0.64
N -1.010 1.736 1.243  -0.37
C 0.144 2.594 0.786  -0.29
C 1.496 2.049 1.248  -0.53
N 2.434 3.088 1.639  -0.58
H 6.373 1.864 -0.173  0.27
H 7.247 3.370 0.015  0.38
H 5.485 3.395 -0.033  0.07
H 6.766 2.228 -2.475  0.34
H 7.077 3.934 -2.226  0.35
H 4.175 2.549 -4.035  0.20
H 4.807 1.476 -2.793  0.41
H 2.830 1.500 -1.723  0.08
H 2.968 3.245 -1.508  0.00
H 1.097 1.721 -3.141  0.37
H 2.045 2.680 -4.230  0.60
H 1.471 4.733 -3.025  0.37
H 0.043 3.908 -3.594  0.43
H -0.598 4.557 -1.462  0.43
H 1.011 4.450 -0.792  0.48
H 0.434 1.749 -1.133  0.28
H -2.006 3.128 -0.440  0.41
H -2.538 0.053 -1.033  0.33
H -2.639 -1.789 0.296  0.51
H -2.716 -0.710 1.697  0.30
H -0.646 -1.194 2.158  0.28
H -1.430 -3.389 1.342  0.04
H -0.327 -3.060 -0.035  0.30
H 0.296 -3.129 1.613  0.38
H -0.736 1.026 1.910  0.33
H 0.009 3.587 1.225  0.55
H 1.335 1.364 2.091  0.24
H 1.935 1.440 0.456  0.24
H 2.026 4.011 1.689  0.32
H 3.249 3.122 1.044  0.18
C -4.711 -7.124 2.025  -0.60
C -5.944 -6.257 2.313  -0.61
C -5.442 -4.849 2.657  -0.71
S -3.881 -4.657 1.786  1.24
O -2.822 -4.518 2.759  -0.72
O -4.000 -3.664 0.739  -0.72
C -3.829 -6.302 1.090  -0.75
H -4.980 -8.076 1.572  0.35
H -4.173 -7.333 2.952  0.31
H -6.578 -6.216 1.426  0.30
H -6.543 -6.663 3.125  0.33
H -6.114 -4.060 2.328  0.36
H -5.225 -4.735 3.717  0.38
H -2.792 -6.626 1.047  0.40
H -4.247 -6.241 0.085  0.40

Summary:
Strongest force on any atom: 1.4 eV/A
Gap between HOMO and LUMO: 9.224 eV
DFT total energy: -42666.7240 eV
Highest occupied orbital energy: -11.6 eV
Net charge: +1

Record 6
Molecular formula: C17H39BEuGaINO2
Method: DFT, ωB97M-V/def2-TZVPD

Last column: Mulliken charge in e.
Geometry (Å):
C -1.781 3.482 -1.577  -1.09
C -3.161 2.813 -1.515  -0.02
C -4.084 3.367 -0.427  -0.75
C -3.451 3.595 0.951  -0.61
C -3.641 2.456 1.944  -1.26
C -2.927 1.138 1.610  0.30
C -3.808 0.102 0.891  -0.48
C -3.722 -1.295 1.497  -1.57
C -2.420 -2.035 1.254  -0.05
C -2.111 -2.351 -0.202  -0.26
C -0.855 -3.230 -0.332  -1.04
C 0.383 -2.496 -0.877  -0.69
C 1.567 -2.505 0.110  -0.61
Ga 2.924 -1.084 -0.194  -0.74
I 1.987 0.856 -1.782  -0.28
O 3.442 -0.200 1.484  -0.44
C 2.340 0.038 2.382  -0.36
C 1.402 1.234 1.983  -0.18
B 4.699 -1.883 -1.060  1.24
O 5.297 -2.924 -0.378  -0.57
N 5.197 -1.506 -2.346  -0.10
C 5.497 -0.078 -2.469  -0.45
C 6.320 -2.327 -2.836  -1.04
H -1.068 2.915 -0.976  0.14
H -1.809 4.477 -1.142  0.33
H -1.388 3.522 -2.588  0.36
H -3.044 1.734 -1.440  -0.11
H -3.646 2.985 -2.475  0.47
H -4.577 4.267 -0.785  0.41
H -4.888 2.642 -0.281  0.29
H -3.926 4.470 1.394  0.32
H -2.391 3.836 0.890  0.37
H -4.703 2.283 2.114  0.42
H -3.253 2.814 2.900  0.38
H -2.039 1.368 1.017  -0.35
H -2.570 0.705 2.545  0.65
H -3.553 0.078 -0.169  0.16
H -4.848 0.417 0.941  0.51
H -4.557 -1.883 1.119  0.41
H -3.856 -1.183 2.574  0.41
H -2.510 -2.994 1.768  0.46
H -1.584 -1.515 1.729  -0.12
H -2.963 -2.847 -0.661  0.40
H -1.971 -1.418 -0.751  0.02
H -1.092 -4.031 -1.028  0.42
H -0.629 -3.654 0.643  0.50
H 0.703 -2.932 -1.820  0.31
H 0.111 -1.462 -1.091  0.22
H 2.127 -3.431 -0.012  0.54
H 1.170 -2.511 1.124  0.46
H 1.714 -0.839 2.497  0.20
H 2.772 0.260 3.356  0.44
H 1.880 1.957 1.314  0.02
H 1.065 1.730 2.885  0.43
H 0.534 0.851 1.457  -0.07
H 5.310 -2.728 0.560  0.28
H 4.968 0.380 -3.302  0.28
H 6.565 0.077 -2.600  0.35
H 5.208 0.439 -1.550  -0.28
H 7.251 -2.060 -2.337  0.37
H 6.430 -2.191 -3.909  0.35
H 6.125 -3.378 -2.664  0.37
Eu 3.840 1.683 0.643  0.93

Summary:
Strongest force on any atom: 3.1 eV/A
2S+1: 8
Gap between HOMO and LUMO (spin up / spin down): 6.883 / 6.984 eV
DFT total energy: -104324.8127 eV
Highest occupied orbital energy (spin up / spin down): -11.3 / -11.3 eV
Net charge: +1

Record 7
Molecular formula: C17H39IrO2P3
Method: DFT, ωB97M-V/def2-TZVPD

Last column: Mulliken charge in e.
Geometry (Å):
Ir -0.248 -0.511 0.151  1.58
P -0.337 1.654 0.210  0.93
P -0.712 -0.432 2.417  0.78
P -0.877 -0.439 -2.323  0.93
H -3.577 -4.680 1.930  0.31
C -3.200 -5.457 1.228  0.00
C -2.065 -6.154 1.353  -0.37
H -1.438 -6.096 2.246  0.34
C -1.963 2.479 -0.021  -1.20
C 0.347 2.703 1.600  -1.43
C 0.690 2.532 -1.055  -1.28
C -0.945 -2.066 3.131  -1.19
C 0.845 0.091 3.267  -1.30
C -2.048 0.595 3.094  -1.30
C -0.876 -2.007 -3.261  -1.58
C 0.639 0.248 -3.142  -1.45
C -2.345 0.453 -2.886  -1.50
H -3.826 -5.740 0.372  0.34
H -1.806 -6.862 0.546  0.33
H -1.828 3.556 0.136  0.46
H -2.689 2.112 0.712  0.32
H -2.307 2.314 -1.046  0.31
H 0.283 3.759 1.300  0.60
H 1.414 2.496 1.738  0.48
H -0.183 2.605 2.553  0.34
H 0.095 2.771 -1.945  0.34
H 1.554 1.919 -1.345  0.36
H 1.057 3.480 -0.632  0.56
H -0.912 -1.980 4.221  0.58
H -0.145 -2.741 2.823  0.38
H -1.895 -2.508 2.832  0.29
H 0.607 0.739 4.117  0.42
H 1.511 0.648 2.605  0.29
H 1.378 -0.796 3.621  0.46
H -2.177 0.390 4.165  0.50
H -2.977 0.315 2.585  0.41
H -1.886 1.670 2.975  0.38
H -0.777 -1.772 -4.329  0.67
H -1.800 -2.557 -3.057  0.29
H -0.006 -2.577 -2.911  0.43
H 0.746 -0.326 -4.077  0.60
H 1.519 0.052 -2.502  0.26
H 0.498 1.319 -3.361  0.46
H -2.656 -0.029 -3.824  0.50
H -2.084 1.505 -3.078  0.48
H -3.143 0.340 -2.135  0.45
C -1.236 -3.447 -0.436  0.72
C -2.610 -3.179 -0.185  -0.18
C -3.567 -3.657 -1.095  -0.75
C -3.206 -4.542 -2.123  -0.87
C -1.911 -5.123 -2.100  -0.46
C -0.934 -4.520 -1.319  -0.64
O -0.256 -2.680 -0.017  -1.14
H -1.559 -1.173 -0.941  -0.21
H -2.889 -2.618 0.714  0.64
H -4.621 -3.345 -0.990  0.50
H -3.948 -4.849 -2.865  0.53
H -1.653 -5.985 -2.727  0.55
H 0.129 -4.757 -1.298  0.50
O 1.767 -1.379 -0.107  -0.44
H 1.730 -2.132 0.523  0.33
H 2.426 -0.752 0.259  0.35

Summary:
Strongest force on any atom: 6.2 eV/A
2S+1: 6
Gap between HOMO and LUMO (spin up / spin down): 6.853 / 5.606 eV
DFT total energy: -53013.5569 eV
Highest occupied orbital energy (spin up / spin down): -19.0 / -22.3 eV
Net charge: +4